Record 1
Computed, not measured: C30H28MnN10SSi as an isolated structure, with ωB97M-V with the def2-TZVPD basis set.

Values from the calculation:
HOMO energy (spin up / spin down) = -5.67 / -6.64 eV
DFT total energy = -96497.9264 eV
spin multiplicity = 2
Kohn-Sham gap (spin up / spin down) = 4.96 / 5.93 eV

Structure (XYZ):
```
71
Properties=species:S:1:pos:R:3:forces:R:3
Mn 0.415 1.365 0.085 0.20 0.04 0.05
C 1.373 1.372 -4.139 0.01 -0.03 0.04
C 0.924 1.794 -2.896 0.02 -0.01 -0.06
N 0.956 0.981 -1.846 -0.11 0.05 0.11
C 1.441 -0.261 -2.036 -0.01 0.01 -0.01
C 1.885 -0.656 -3.289 0.00 -0.03 0.02
N 1.855 0.151 -4.343 -0.01 0.04 -0.02
C 1.433 -1.123 -0.837 -0.04 0.12 -0.03
C 1.909 -2.419 -0.748 0.03 -0.08 0.00
C 1.853 -3.082 0.477 0.00 0.04 -0.03
C 1.341 -2.407 1.580 -0.04 0.00 0.04
C 0.871 -1.112 1.422 0.01 -0.06 -0.08
N 0.901 -0.513 0.229 0.04 -0.16 -0.01
C 0.349 -0.226 2.474 -0.06 0.11 0.10
C 0.119 -0.603 3.791 0.04 -0.07 -0.03
N -0.339 0.238 4.708 -0.02 0.09 -0.01
C -0.565 1.485 4.300 0.01 -0.07 0.02
C -0.346 1.888 2.993 0.01 0.03 -0.01
N 0.106 1.038 2.075 -0.02 -0.01 -0.08
C 2.343 -4.473 0.607 0.00 -0.01 0.00
C 3.508 -4.893 -0.024 0.02 -0.01 -0.01
C 3.921 -6.207 0.133 0.00 -0.01 0.00
N 3.261 -7.108 0.856 -0.01 0.02 0.00
C 2.145 -6.701 1.455 0.01 -0.01 0.01
C 1.650 -5.410 1.366 0.00 0.01 0.00
H 1.348 2.045 -4.987 0.00 -0.01 -0.01
H 0.549 2.794 -2.727 0.00 0.00 0.01
H 2.272 -1.654 -3.453 0.00 0.00 0.00
H 2.311 -2.921 -1.617 0.00 0.00 0.01
H 1.336 -2.883 2.551 0.00 0.00 0.00
H 0.305 -1.620 4.117 0.00 0.00 -0.02
H -0.936 2.189 5.035 0.00 -0.01 0.01
H -0.530 2.905 2.670 0.00 0.00 -0.01
H 4.105 -4.205 -0.609 -0.01 0.01 0.00
H 4.831 -6.550 -0.345 0.00 0.00 0.00
H 1.614 -7.447 2.036 0.00 0.00 0.00
H 0.724 -5.149 1.862 0.00 0.00 0.00
N 4.106 3.637 -0.580 0.02 -0.02 0.00
C 2.870 3.172 -0.207 -0.05 -0.01 0.03
S 2.762 1.618 0.537 0.08 0.07 -0.05
N 1.857 3.947 -0.450 0.03 0.00 0.03
N 0.630 3.407 -0.089 0.00 -0.06 0.02
C -0.250 4.361 0.111 -0.05 0.03 0.01
C -1.622 4.194 0.359 0.07 -0.02 -0.01
C -2.454 5.297 0.651 -0.01 0.01 0.00
C -3.794 5.163 0.845 0.01 -0.02 0.00
C -4.378 3.858 0.733 -0.02 0.02 0.00
C -3.596 2.803 0.445 0.05 0.01 0.00
N -2.223 2.934 0.275 -0.07 0.03 -0.07
H 4.896 3.189 -0.151 0.00 0.00 0.00
H 4.172 4.632 -0.723 0.00 0.00 0.00
H 0.110 5.384 0.071 0.01 -0.01 -0.01
H -1.978 6.267 0.713 0.00 0.00 0.00
H -4.410 6.021 1.071 0.00 0.00 0.00
H -5.438 3.704 0.871 0.00 0.00 0.00
H -3.957 1.791 0.343 0.00 0.00 0.00
C -4.242 -0.618 -0.983 -0.04 0.02 0.01
Si -2.384 -0.858 -1.074 0.02 0.02 0.01
C -1.969 -2.403 -0.095 -0.05 -0.02 0.03
C -1.908 -1.126 -2.866 -0.01 0.01 -0.02
C -1.548 0.615 -0.406 0.11 -0.04 0.01
C -1.473 1.828 -0.043 -0.23 0.04 0.03
H -4.765 -1.474 -1.418 0.00 0.00 0.00
H -4.555 0.277 -1.525 0.00 0.00 0.00
H -4.571 -0.521 0.055 -0.02 0.00 0.00
H -2.582 -3.239 -0.441 0.01 0.00 0.01
H -2.179 -2.251 0.967 0.02 -0.02 0.00
H -0.923 -2.695 -0.199 0.04 0.00 -0.01
H -2.478 -1.953 -3.297 0.01 0.00 0.00
H -0.848 -1.358 -2.977 0.01 -0.02 -0.01
H -2.116 -0.228 -3.452 0.00 -0.01 -0.01
```
Forces are in eV/Å.

Results of the Mulliken charge analysis, in e, for atoms 1 through 5: Mn -0.417; C -0.671; C -0.457; N 0.552; C -0.930

---

Record 2
Computed, not measured: a 2-piece molecular cluster, C30H28N2O3 overall at a distorted geometry, with ωB97M-V with the def2-TZVPD basis set.

Values from the calculation:
HOMO energy = -7.89 eV
DFT total energy = -40684.5380 eV
spin multiplicity = 1
Kohn-Sham gap = 7.79 eV

Structure (XYZ):
```
63
Properties=species:S:1:pos:R:3:forces:R:3
C -1.532 -1.195 2.383 0.27 -0.77 -0.16
C -2.340 0.050 2.279 -0.01 0.58 0.41
C -1.726 1.304 2.120 -0.90 0.10 0.28
N -0.300 1.394 2.055 1.55 0.29 -0.05
C 0.543 0.605 1.299 0.55 -0.13 0.85
N 1.794 0.970 1.693 -0.84 1.28 0.51
C 3.041 0.285 1.479 0.42 -0.19 -0.32
C 1.749 2.046 2.584 0.14 -0.59 0.26
C 0.462 2.259 2.864 -0.68 0.05 -0.15
C -2.505 2.479 2.206 -0.09 -0.67 0.05
C -1.917 3.848 2.130 -0.17 0.62 0.05
C -3.887 2.368 2.407 0.35 -0.40 -0.23
C -4.521 1.125 2.458 0.16 0.24 0.20
C -6.023 1.021 2.454 -0.36 -0.07 0.11
C -3.723 -0.016 2.481 0.16 0.29 -0.40
H -2.166 -2.049 2.132 0.13 -0.04 0.11
H -0.664 -1.197 1.706 -0.39 -0.09 0.34
H -1.161 -1.337 3.411 -0.05 0.06 -0.26
H 2.841 -0.600 0.885 0.18 0.20 0.22
H 3.771 0.931 0.977 -0.20 -0.11 -0.08
H 3.493 -0.024 2.432 -0.31 0.06 -0.14
H 2.635 2.509 2.985 -0.04 -0.08 0.03
H 0.024 2.927 3.581 -0.04 0.06 -0.06
H -2.704 4.546 1.839 0.10 0.02 -0.06
H -1.575 4.175 3.118 0.07 0.05 -0.17
H -1.097 3.950 1.416 -0.03 -0.14 0.11
H -4.471 3.279 2.529 0.05 -0.13 -0.25
H -6.337 -0.019 2.590 0.03 0.13 0.01
H -6.515 1.619 3.234 0.27 -0.07 -0.13
H -6.439 1.358 1.492 0.21 -0.07 0.22
H -4.185 -0.983 2.671 0.09 0.09 -0.25
C 3.382 -5.993 0.090 -0.76 0.25 -0.18
O 1.980 -5.849 -0.245 0.67 -0.19 0.10
C 1.529 -4.584 -0.436 -0.02 0.95 0.14
C 2.369 -3.459 -0.280 -0.38 -0.99 -0.25
C 1.855 -2.210 -0.542 -0.58 0.35 0.17
C 0.495 -1.984 -0.780 0.84 -1.19 0.16
C 0.038 -0.603 -0.965 -1.11 0.39 -1.60
C 0.372 0.098 -2.089 0.30 -0.12 0.47
C -0.292 1.362 -2.562 -0.29 0.14 0.92
O -1.313 1.875 -2.121 1.11 -0.50 -0.54
C 0.573 1.880 -3.674 0.29 0.06 -0.62
C 1.650 1.016 -3.892 -0.24 0.53 -0.30
C 2.616 1.270 -4.866 -0.22 0.08 0.11
C 2.503 2.441 -5.620 -0.50 -0.01 0.28
C 1.402 3.307 -5.424 0.11 -0.44 0.12
C 0.421 3.014 -4.469 0.04 -0.03 0.02
C 1.556 -0.157 -2.986 0.52 -0.87 0.10
O 2.362 -1.084 -3.016 -0.97 0.93 0.09
C -0.341 -3.126 -0.944 0.29 1.29 0.18
C 0.167 -4.401 -0.798 0.97 -0.38 0.26
H 3.545 -7.063 0.175 0.03 0.06 0.03
H 4.025 -5.567 -0.693 -0.21 -0.16 0.10
H 3.602 -5.487 1.040 -0.06 -0.21 -0.14
H 3.419 -3.550 0.000 -0.37 -0.04 -0.23
H 2.542 -1.375 -0.570 -0.25 -0.16 -0.07
H -0.689 -0.186 -0.260 -0.17 -0.43 -0.92
H 3.414 0.543 -5.018 -0.13 0.27 0.01
H 3.247 2.670 -6.383 -0.20 -0.01 0.19
H 1.304 4.197 -6.045 0.03 -0.22 0.17
H -0.469 3.625 -4.334 0.27 0.07 -0.07
H -1.381 -2.959 -1.234 0.26 -0.20 0.19
H -0.448 -5.288 -0.946 0.11 0.24 0.03
```
Forces are in eV/Å.

Results of the Mulliken charge analysis, in e, for atoms 1 through 5: C -1.097; C 1.372; C -0.163; N 0.546; C -0.615

---

Record 3
Computed, not measured: C30H28N2O3PRuSe2Te2 as an isolated structure at a distorted geometry, with ωB97M-V with the def2-TZVPD basis set.

Values from the calculation:
HOMO energy (spin up / spin down) = -6.23 / -6.20 eV
DFT total energy = -197838.7191 eV
spin multiplicity = 2
Kohn-Sham gap (spin up / spin down) = 5.64 / 5.03 eV

Structure (XYZ):
```
69
Properties=species:S:1:pos:R:3:forces:R:3
Ru 0.280 1.157 0.855 -1.27 -1.28 -1.01
Se -0.425 0.973 3.077 -1.84 -0.68 0.55
Te -1.723 2.986 6.668 0.30 -0.12 -0.15
Te 0.443 1.497 6.506 -0.25 0.03 0.31
Se 1.406 1.689 4.207 1.17 0.59 0.70
O 4.277 1.971 0.830 0.04 0.02 -0.23
C 3.103 1.773 0.594 -0.16 -0.03 0.71
O 2.170 1.611 1.482 0.04 -0.11 -0.05
C 2.602 1.708 -0.822 -0.10 0.00 -0.44
C 3.489 1.798 -1.883 0.07 0.00 0.14
C 3.023 1.642 -3.172 -0.23 -0.08 -0.03
C 1.658 1.447 -3.354 0.21 0.14 -0.11
C 0.829 1.447 -2.252 -0.10 0.06 0.05
N 1.276 1.544 -0.994 0.48 -0.37 -0.34
H 4.531 1.964 -1.646 0.00 -0.03 0.00
H 3.694 1.669 -4.020 0.02 0.01 0.01
H 1.238 1.313 -4.342 -0.04 0.05 0.01
H -0.240 1.379 -2.377 -0.04 -0.09 0.01
C -1.438 3.970 -1.038 -0.21 0.00 0.01
C -2.129 3.772 0.311 0.40 -0.23 0.03
C -1.232 4.292 1.431 -0.07 -0.02 -0.13
C -2.620 2.308 0.477 -0.29 0.50 -0.01
C -3.828 2.066 -0.444 -0.04 0.16 0.24
O -3.399 1.046 -1.348 -0.07 -0.49 -0.30
C -2.194 0.602 -0.932 -0.37 0.99 1.24
N -1.682 1.247 0.064 0.42 -0.03 -0.57
C -1.675 -0.547 -1.655 0.55 -0.92 -0.69
C -2.256 -0.846 -2.899 -0.02 0.48 0.33
C -1.763 -1.856 -3.693 0.19 -0.31 -0.14
C -0.694 -2.632 -3.255 -0.17 0.10 -0.09
C -0.166 -2.410 -1.998 0.05 0.05 0.05
C -0.623 -1.369 -1.194 -0.61 -0.12 -0.07
P -0.128 -1.266 0.544 2.38 1.79 -0.10
C -0.741 -2.865 1.166 -0.71 0.46 0.35
C -2.087 -2.952 1.521 0.08 -0.02 -0.01
C -2.637 -4.176 1.866 -0.10 -0.03 0.00
C -1.847 -5.316 1.857 0.04 0.03 -0.03
C -0.502 -5.225 1.524 -0.04 -0.09 -0.01
C 0.056 -4.004 1.182 0.06 0.05 -0.06
C 1.671 -1.547 0.674 0.09 -0.31 -0.23
C 2.565 -1.545 -0.392 -0.20 -0.07 0.06
C 3.926 -1.680 -0.154 0.07 0.12 -0.09
C 4.403 -1.799 1.140 0.04 0.01 -0.02
C 3.515 -1.796 2.208 0.02 0.02 0.00
C 2.157 -1.675 1.979 -0.09 0.02 -0.10
H -1.327 5.033 -1.254 0.00 0.00 -0.02
H -2.000 3.514 -1.859 0.03 0.05 -0.04
H -0.444 3.528 -1.013 0.02 -0.03 -0.02
H -3.045 4.372 0.328 -0.05 -0.06 0.00
H -0.261 3.794 1.416 0.06 -0.07 0.13
H -1.675 4.157 2.417 0.06 -0.09 0.04
H -1.040 5.357 1.280 -0.05 0.00 0.00
H -2.878 2.135 1.525 0.11 0.01 -0.01
H -4.094 2.947 -1.028 0.00 -0.04 0.00
H -4.710 1.713 0.092 0.01 -0.07 -0.05
H -3.098 -0.252 -3.226 0.04 -0.01 -0.06
H -2.213 -2.055 -4.656 -0.02 0.03 0.01
H -0.307 -3.428 -3.878 0.01 0.00 0.01
H 0.617 -3.056 -1.621 -0.05 -0.03 0.00
H -2.696 -2.056 1.526 -0.04 -0.02 0.03
H -3.682 -4.243 2.138 0.01 0.02 0.00
H -2.278 -6.276 2.107 0.01 0.01 0.04
H 0.116 -6.114 1.525 0.01 0.01 0.01
H 1.107 -3.936 0.931 -0.04 -0.04 0.01
H 2.198 -1.439 -1.407 0.09 0.07 0.01
H 4.618 -1.657 -0.987 0.00 -0.03 0.00
H 5.468 -1.874 1.315 0.00 0.00 0.03
H 3.886 -1.865 3.222 -0.02 -0.01 0.01
H 1.457 -1.661 2.807 0.06 0.07 0.07
```
Forces are in eV/Å.

Results of the Mulliken charge analysis, in e, for atoms 1 through 5: Ru 0.003; Se -0.360; Te -0.186; Te -0.053; Se -0.122

---

Record 4
Computed, not measured: C30H28N3OPPtSSbSe4 as an isolated structure, with ωB97M-V with the def2-TZVPD basis set.

Values from the calculation:
total charge = -1
HOMO energy (spin up / spin down) = -3.52 / -3.81 eV
DFT total energy = -329380.6135 eV
spin multiplicity = 3
Kohn-Sham gap (spin up / spin down) = 5.38 / 4.75 eV

Structure (XYZ):
```
70
Properties=species:S:1:pos:R:3:forces:R:3
Pt -0.529 -1.301 0.808 -0.37 -0.25 -0.35
Se -5.756 0.465 -2.619 0.00 0.31 -0.05
Sb -5.392 -1.884 -2.408 -0.27 -0.15 0.41
Se -2.357 -1.714 -0.963 -0.09 0.12 0.61
Se -2.859 -1.772 1.258 0.22 -0.08 -0.05
Se -4.155 -2.771 -4.238 0.25 -0.13 -0.46
O -0.429 1.881 -0.314 0.10 0.02 -0.24
P -0.641 2.045 1.144 -0.23 0.08 0.19
C -2.345 1.796 1.677 0.13 -0.08 -0.06
C -2.727 1.695 3.014 0.04 0.06 0.08
C -4.052 1.460 3.342 0.01 -0.01 0.03
C -4.998 1.312 2.336 -0.08 0.00 0.02
C -4.625 1.395 1.005 0.06 0.02 -0.07
C -3.297 1.636 0.676 -0.04 0.01 -0.08
C 0.415 0.980 2.155 0.24 -0.01 0.12
C 1.783 1.243 2.114 0.13 0.01 -0.10
C 2.702 0.405 2.728 -0.09 0.00 0.01
C 2.260 -0.732 3.405 -0.04 0.04 -0.01
C 0.910 -1.015 3.463 0.11 -0.11 0.05
C -0.029 -0.184 2.826 -0.28 0.13 0.25
C -0.157 3.729 1.633 -0.05 -0.01 -0.01
C -0.501 4.307 2.849 0.01 -0.03 0.12
C -0.077 5.588 3.163 0.02 0.06 0.00
C 0.697 6.305 2.259 -0.03 -0.01 0.03
C 1.034 5.738 1.039 0.05 0.10 -0.01
C 0.603 4.459 0.725 -0.01 -0.07 -0.08
H -1.990 1.782 3.805 -0.01 -0.01 -0.01
H -4.343 1.376 4.381 0.00 0.00 0.01
H -6.031 1.109 2.593 0.00 0.00 0.00
H -5.336 1.234 0.205 -0.06 0.01 -0.02
H -2.999 1.656 -0.365 0.03 0.03 0.01
H 2.142 2.117 1.582 -0.02 0.01 0.00
H 3.758 0.641 2.687 0.01 0.00 0.00
H 2.969 -1.388 3.896 0.01 0.00 0.00
H 0.551 -1.879 4.006 0.01 -0.01 0.01
H -1.065 -0.277 3.124 0.03 0.00 -0.15
H -1.108 3.764 3.561 0.00 0.00 -0.01
H -0.355 6.027 4.112 0.01 0.02 -0.01
H 1.027 7.306 2.504 0.01 0.01 0.00
H 1.626 6.296 0.325 -0.01 0.01 0.01
H 0.835 4.011 -0.234 0.00 -0.01 0.00
N 2.182 -4.431 -1.143 0.06 0.04 -0.03
C 0.837 -4.405 -0.928 -0.14 0.16 -0.33
S 0.190 -4.863 0.536 -0.01 -0.08 0.03
N 0.050 -3.984 -1.955 0.19 -0.21 0.30
C 0.406 -3.405 -3.193 -0.05 0.14 -0.13
C 1.547 -3.762 -3.910 -0.07 0.04 -0.02
C 1.832 -3.124 -5.112 0.07 -0.07 0.01
C 0.982 -2.165 -5.627 -0.04 0.07 -0.06
C -0.188 -1.854 -4.943 0.00 0.05 -0.04
C -0.475 -2.462 -3.738 0.25 -0.20 0.12
H 2.717 -4.580 -0.305 -0.03 0.01 0.03
H 2.566 -3.773 -1.806 0.03 -0.02 0.01
H -0.918 -3.877 -1.682 -0.04 0.02 -0.01
H 2.184 -4.563 -3.570 0.01 -0.05 -0.01
H 2.722 -3.407 -5.661 0.01 -0.02 0.01
H 1.210 -1.683 -6.569 -0.01 0.01 0.00
H -0.893 -1.140 -5.350 -0.03 -0.02 0.02
H -1.400 -2.231 -3.229 -0.01 -0.03 -0.15
C 3.676 -0.627 -1.584 0.12 -0.03 0.01
C 2.483 -0.109 -2.057 -0.10 0.01 -0.03
C 1.317 -0.360 -1.355 0.09 -0.11 -0.04
N 1.314 -1.106 -0.244 -0.07 0.17 0.33
C 2.465 -1.605 0.217 -0.07 0.00 -0.13
C 3.670 -1.386 -0.423 -0.03 0.01 -0.02
H 4.603 -0.444 -2.112 0.00 0.01 -0.01
H 2.438 0.484 -2.959 0.02 0.00 -0.02
H 0.358 0.036 -1.658 0.02 0.05 -0.01
H 2.384 -2.207 1.112 0.03 -0.01 0.01
H 4.579 -1.807 -0.014 0.01 0.01 -0.01
```
Forces are in eV/Å.

Results of the Mulliken charge analysis, in e, for atoms 1 through 5: Pt 1.562; Se -0.634; Sb 0.301; Se -0.250; Se -0.382

---

- Among the records above, which one has the lowest DFT total energy?
  C30H28N3OPPtSSbSe4

---

- Among the records above, which one has the lowest DFT total energy?
  C30H28N3OPPtSSbSe4

---

- The lowest DFT total energy belongs to which entry?
  C30H28N3OPPtSSbSe4

---

- Which value of spin multiplicity does entry 2 give?
  1